# 1
This record from OMol25 describes a structure of composition C5H20InN10O5. The level of theory is ωB97M-V/def2-TZVPD.

Atoms and positions in Å:
H (5.414, -0.586, 0.791)
H (-3.468, -3.980, 1.072)
N (4.624, -1.187, 0.958)
N (-3.965, -3.845, 0.202)
H (4.685, -0.117, -1.227)
H (-4.208, 1.824, 0.079)
H (-4.043, -1.912, -2.164)
In (-0.037, -2.075, 1.278)
H (-1.082, 0.159, -2.904)
C (3.684, -1.404, -0.002)
H (-1.019, 2.417, 0.148)
N (-2.027, 2.361, 0.156)
N (-4.109, -2.833, -1.748)
O (0.444, -0.406, -1.116)
H (0.513, 2.130, 2.999)
H (3.691, 1.151, 0.922)
H (3.262, -0.988, -1.881)
N (-3.777, 1.009, 0.474)
H (-0.514, 1.826, -3.131)
H (1.624, 1.570, -0.480)
N (3.340, 1.750, 1.654)
C (-3.423, -2.904, -0.596)
O (2.657, -2.070, 0.230)
N (-0.508, 0.946, -2.643)
H (3.534, 2.739, 1.632)
N (0.959, 1.845, -1.186)
H (-2.630, 3.020, -0.301)
C (-2.436, 1.161, 0.631)
N (3.910, -0.751, -1.144)
H (4.706, -2.018, 1.529)
O (1.423, 0.498, 1.476)
O (-1.694, 0.275, 1.077)
O (-2.510, -2.109, -0.249)
C (0.376, 0.716, -1.668)
H (2.002, 3.088, 3.136)
H (-4.807, -4.381, 0.086)
C (2.101, 1.392, 2.035)
N (1.499, 2.266, 2.847)
H (-4.095, 0.053, 0.447)
H (-4.953, -3.375, -1.794)
H (0.857, 2.745, -1.623)

Computed properties:
**Net charge**: +3
**Molecular weight**: 415.10 g mol⁻¹
**Total energy**: -1315.405652 Eh
**HOMO level**: -18.93 eV
**Relative energy (zero: lowest compared OMol25 entry of this formula, charge and spin)**: 162.3 kcal per mole
**E_LUMO**: -15.47 eV

# 2
This record from OMol25 describes a cluster of 4 separate species, C5H20N2O3S in total. The level of theory is ωB97M-V/def2-TZVPD.

Atoms and positions in Å:
H (0.956, 1.288, -0.941)
H (-0.041, 2.787, 0.956)
H (-2.147, -1.200, -1.945)
H (-3.105, 2.299, 0.633)
N (2.328, -0.258, -0.259)
H (4.139, 0.016, 0.737)
H (3.531, 1.506, -0.039)
C (-0.453, -1.635, -0.762)
H (0.545, 0.589, 0.551)
H (-0.638, -1.908, 3.610)
H (-0.687, 0.640, -3.046)
C (3.200, 0.551, 0.590)
O (-2.517, 2.888, 1.042)
S (-2.863, -3.204, -0.427)
C (-1.687, -2.191, -1.507)
H (-1.165, 1.142, -1.532)
H (-0.231, -1.939, 1.990)
H (0.705, 3.631, 1.977)
H (2.765, 0.787, 1.575)
H (0.327, -2.381, -0.504)
C (0.190, -0.500, -1.439)
H (2.770, -0.079, -1.171)
H (-1.361, -2.988, -2.217)
H (-2.064, -3.489, 0.658)
C (0.953, 0.285, -0.365)
O (-0.315, -1.411, 2.850)
N (-0.893, 0.363, -2.077)
H (-0.872, -1.179, 0.270)
O (0.391, 3.584, 1.085)
H (0.867, -0.886, -2.242)
H (-2.627, 2.893, 1.946)

Computed properties:
**Net charge**: +1
**Expectation value of S²**: 0.75
**Molecular weight**: 188.29 g mol⁻¹
**Multiplicity**: 2
**Total energy**: -935.494709 Eh
**HOMO level (spin up / spin down)**: -12.05 / -11.89 eV
**Relative energy (zero: lowest compared OMol25 entry of this formula, charge and spin)**: 65.0 kcal per mole
**E_LUMO (spin up / spin down)**: -3.52 / -8.78 eV

Which of these has the highest relative energy (zero: lowest compared OMol25 entry of this formula, charge and spin)?
C5H20InN10O5